Below is C13H27GeN2O4PdS as an isolated structure, with properties calculated with the ωB97M-V functional and the def2-TZVPD basis.

LUMO energy = -4.87 eV
DFT total energy = -3524.76951 a.u.
F_max = 0.0186 hartree/bohr
ΔE to the lowest compared entry with this formula, charge and spin = 10.56 kcal per mole
Total charge = +1
Molecular weight = 486.5 g/mol

Geometry as XYZ:
```
49
Properties=species:S:1:pos:R:3:forces:R:3:nbo_charge:R:1
Pd 1.59430 -0.49108 1.25618 0.8 -0.3 0.3 0.64
O 2.70636 -2.98403 -1.63029 0.6 0.3 0.0 -0.85
S 2.14043 -1.91607 -0.91116 -0.9 -0.4 -0.1 2.56
O 3.02888 -0.98379 -0.10633 0.2 0.2 -0.2 -0.90
O 1.07851 -2.29711 0.06063 0.0 0.0 0.1 -1.01
O 1.47682 -0.88942 -1.89774 -0.2 -0.2 0.0 -1.05
C -0.35652 0.90249 6.22858 0.0 0.0 0.0 -0.66
C 0.19249 0.02797 5.15743 0.0 0.0 0.0 0.23
C 0.75644 -1.23139 5.20539 0.0 0.0 0.0 -0.32
C 1.08916 -1.57063 3.89121 -0.2 0.0 0.0 0.21
N 0.73096 -0.56849 3.07871 -0.4 0.2 -0.1 -0.35
N 0.21415 0.40031 3.86670 0.0 0.0 0.0 -0.32
C 1.72921 -2.81578 3.37514 0.0 0.0 0.0 -0.68
H -0.43702 0.34279 7.15647 0.0 0.0 0.0 0.25
H -1.34725 1.27358 5.96600 0.0 0.0 0.0 0.24
H 0.29638 1.75819 6.40304 0.0 0.0 0.0 0.25
H 0.90075 -1.83960 6.08122 0.0 0.0 0.0 0.25
H -0.17395 1.23177 3.45570 0.0 0.0 0.0 0.42
H 1.75791 -3.56691 4.16043 0.0 0.0 0.0 0.25
H 2.75843 -2.63008 3.05950 0.0 0.0 0.0 0.24
H 1.17859 -3.22051 2.52579 0.0 0.0 0.0 0.26
C 0.20459 1.79542 -5.12664 0.0 0.0 0.0 -0.61
C 0.16572 2.08600 -3.63335 0.0 0.0 0.0 -0.39
C 1.55473 2.10268 -2.99988 0.0 0.0 0.0 -0.42
C 1.51237 2.07776 -1.46785 -0.1 -0.1 0.1 -0.87
Ge 0.65199 0.42428 -0.91963 -0.1 0.1 0.0 1.86
C -1.22886 -0.01862 -0.68642 0.1 0.1 0.0 -0.89
C -1.68248 -1.06453 -1.71446 0.0 0.0 0.0 -0.41
C -3.20577 -1.19448 -1.74800 0.0 0.0 0.0 -0.40
C -3.89658 -0.01205 -2.41708 0.0 0.0 0.0 -0.61
H -0.79312 1.82252 -5.56269 0.0 0.0 0.0 0.22
H 0.63474 0.81192 -5.32123 0.0 0.0 0.0 0.21
H 0.81548 2.53502 -5.64621 0.0 0.0 0.0 0.22
H -0.46744 1.32966 -3.14003 0.0 0.0 0.0 0.17
H -0.33000 3.04303 -3.44863 0.0 0.0 0.0 0.21
H 2.08992 3.00521 -3.30350 0.0 0.0 0.0 0.23
H 2.14092 1.25847 -3.36973 0.0 0.0 0.0 0.22
H 0.92891 2.90828 -1.06431 0.0 0.0 0.0 0.25
H 2.50814 2.10824 -1.02566 0.0 0.0 0.0 0.27
H 2.06071 0.88527 1.64395 0.1 0.0 0.0 0.04
H -1.77098 0.92528 -0.78935 0.0 0.0 0.0 0.25
H -1.38224 -0.38359 0.33043 0.0 0.0 0.0 0.26
H -1.22177 -2.02074 -1.46413 0.0 0.0 0.0 0.23
H -1.32636 -0.80146 -2.71551 0.0 0.0 0.0 0.21
H -3.58060 -1.32166 -0.72794 0.0 0.0 0.0 0.20
H -3.45781 -2.11248 -2.28159 0.0 0.0 0.0 0.22
H -3.74040 0.92148 -1.87225 0.0 0.0 0.0 0.19
H -4.97248 -0.17080 -2.47609 0.0 0.0 0.0 0.23
H -3.52636 0.12770 -3.43481 0.0 0.0 0.0 0.21
```
Positions in Å, forces in eV/Å.

---

Below is a 4-piece molecular cluster, C15H39B2ClN2O13S3 overall, with properties calculated with the ωB97M-V functional and the def2-TZVPD basis.

LUMO energy = 0.34 eV
SMILES = CCB(O)N(CCCCl)C(=O)OB(N)O.CCOS(C)(=O)=O.CCOS(C)(=O)=O.CCOS(C)(=O)=O
DFT total energy = -3387.21356 a.u.
F_max = 0.0171 hartree/bohr
Molecular weight = 608.8 g/mol

Geometry as XYZ:
```
75
Properties=species:S:1:pos:R:3:forces:R:3:lowdin_charge:R:1
C -4.26944 3.45982 -0.83393 0.0 0.1 -0.1 -0.11
C -3.10201 2.47153 -0.91693 0.0 0.1 0.1 -0.14
B -3.24860 1.21488 0.00210 0.0 -0.4 0.2 -0.51
O -4.46417 0.90048 0.58334 -0.3 0.4 -0.5 0.15
N -2.14174 0.32334 0.38531 0.2 0.4 -0.3 0.09
C -1.87004 0.35001 1.85525 -0.1 -0.3 -0.1 -0.14
C -0.55869 -0.31919 2.26786 -0.1 -0.1 0.2 -0.22
C 0.71110 0.52596 2.28667 0.1 -0.2 -0.1 -0.57
Cl 0.48919 2.08670 3.12596 0.0 0.1 0.0 0.58
C -0.98848 0.33907 -0.42595 0.0 0.1 0.0 -0.50
O -0.25195 1.28057 -0.62688 -0.1 -0.2 0.1 0.14
O -0.74715 -0.85279 -0.99201 0.0 -0.3 0.0 0.19
B 0.48485 -0.88065 -1.71254 0.2 0.0 -0.3 -0.74
N 1.65250 -1.35368 -1.03412 -0.3 0.5 0.6 0.22
O 0.43857 -0.61397 -3.05489 -0.2 0.4 0.3 0.19
H -4.18234 4.09611 0.04956 0.0 -0.1 0.0 0.08
H -5.23199 2.95020 -0.77876 0.0 0.0 0.0 0.07
H -4.28512 4.12497 -1.70041 0.0 0.0 0.0 0.06
H -2.15666 2.97062 -0.68480 0.0 0.0 -0.1 0.10
H -2.96561 2.13316 -1.95304 0.0 -0.1 0.1 0.10
H -4.72727 -0.01469 0.46380 0.3 -0.2 0.4 0.11
H -2.68956 -0.19182 2.32398 0.0 0.0 0.0 0.12
H -1.89860 1.37252 2.24267 0.1 0.0 -0.1 0.10
H -0.70234 -0.71754 3.27470 0.0 0.1 0.0 0.12
H -0.38601 -1.18703 1.62108 0.0 0.0 0.1 0.11
H 1.48959 0.00455 2.84163 0.0 0.0 0.0 0.07
H 1.08584 0.74907 1.29156 -0.1 0.1 0.0 0.05
H 2.46465 -0.75132 -1.04126 0.2 -0.3 -0.4 0.09
H 1.47517 -1.61576 -0.07183 0.0 0.1 0.0 0.08
H 1.00820 0.09257 -3.36600 0.2 -0.2 -0.1 0.08
C 0.32681 -4.46108 -2.37273 0.0 -0.1 -0.1 -0.06
C -0.31050 -5.04944 -1.13719 0.1 0.1 0.2 -0.24
O -1.36738 -6.00158 -1.44579 0.0 0.0 -0.1 -0.26
S -0.92297 -7.45870 -1.87858 0.1 0.0 0.0 0.56
C -2.48413 -8.24057 -1.67989 0.0 0.0 0.0 -0.12
O 0.00985 -7.96426 -0.91486 0.0 0.0 0.0 -0.28
O -0.55998 -7.47157 -3.26231 0.0 0.0 0.0 -0.28
H 0.89157 -5.20786 -2.92889 0.0 0.0 0.0 0.08
H 1.00897 -3.66385 -2.07679 0.0 0.0 0.0 0.06
H -0.43412 -4.05076 -3.03713 0.0 0.1 0.0 0.09
H 0.41801 -5.54312 -0.49339 0.0 0.0 0.0 0.11
H -0.81889 -4.28667 -0.55000 0.0 0.0 0.0 0.12
H -2.76581 -8.19911 -0.63178 0.0 0.0 0.0 0.07
H -2.35409 -9.27014 -2.00601 0.0 0.0 0.0 0.08
H -3.20877 -7.72942 -2.30769 0.0 0.0 0.0 0.08
C 3.36431 3.91455 6.48053 0.0 -0.1 0.1 -0.07
C 4.51522 2.98807 6.16417 0.1 0.1 -0.1 -0.24
O 4.57562 1.84354 7.06367 0.0 0.1 0.0 -0.27
S 3.54920 0.66858 6.79212 -0.1 0.0 -0.1 0.55
C 4.31863 -0.55397 7.79231 0.0 0.0 0.0 -0.12
O 3.62839 0.29698 5.40918 0.0 0.0 0.0 -0.29
O 2.27240 0.99695 7.34663 0.0 0.0 0.0 -0.27
H 2.40520 3.44623 6.26702 0.0 0.0 0.0 0.07
H 3.45615 4.81370 5.87014 0.0 0.0 0.0 0.08
H 3.37987 4.19983 7.53224 0.0 0.0 0.0 0.09
H 4.47083 2.61733 5.14011 0.0 0.0 0.0 0.11
H 5.47658 3.47569 6.30889 0.0 0.0 0.1 0.12
H 5.30064 -0.77477 7.38407 0.0 0.0 0.0 0.07
H 3.67561 -1.43038 7.75143 0.0 0.0 0.0 0.08
H 4.38610 -0.17668 8.80899 0.0 0.0 0.0 0.08
C 1.16142 1.45418 -5.58113 -0.1 0.0 0.0 -0.07
C 1.02595 2.87058 -5.06699 0.1 0.1 0.1 -0.24
O -0.09548 3.56773 -5.67216 0.0 -0.1 0.0 -0.26
S -1.53599 3.23476 -5.09142 0.0 0.0 0.1 0.57
C -2.39105 4.59375 -5.80333 0.0 0.0 0.0 -0.12
O -1.49311 3.36611 -3.66547 0.0 0.0 0.0 -0.27
O -2.01965 2.01461 -5.66012 0.0 0.0 0.0 -0.27
H 0.32804 0.82852 -5.26280 0.0 0.0 0.0 0.07
H 2.09609 1.02577 -5.21089 0.0 0.0 0.0 0.09
H 1.18823 1.44160 -6.67013 0.0 0.0 0.0 0.09
H 0.90992 2.91085 -3.98276 0.0 0.0 0.0 0.11
H 1.88679 3.47740 -5.33856 0.0 0.0 0.0 0.12
H -1.99214 5.51468 -5.38810 0.0 0.0 0.0 0.08
H -3.43793 4.46893 -5.53471 0.0 0.0 0.0 0.08
H -2.26630 4.55530 -6.88201 0.0 0.0 0.0 0.08
```
Positions in Å, forces in eV/Å.

---

Below is a 12-piece molecular cluster, C39H78Cl6O26 overall in a non-equilibrium geometry, with properties calculated with the ωB97M-V functional and the def2-TZVPD basis.

LUMO energy = 0.15 eV
SMILES = CCOC(=O)OC.CCOC(=O)OC.CCOC(=O)OC.CCOC(=O)OC.CCOC(=O)OC.CCOC(=O)OC.CCOC(=O)OC.CCOC(=O)OC.CCOC(C)=O.ClCCl.ClCCl.ClCCl
DFT total energy = -6250.10651 a.u.
F_max = 0.0729 hartree/bohr
ΔE to the lowest compared entry with this formula, charge and spin = 81.41 kcal per mole
Molecular weight = 1175.7 g/mol

Geometry as XYZ:
```
149
Properties=species:S:1:pos:R:3:forces:R:3:lowdin_charge:R:1
C 3.03689 15.71386 1.25132 1.0 -0.5 0.8 -0.07
C 2.66571 14.80732 2.40585 -1.1 -0.1 -0.6 -0.21
O 2.83302 13.42404 2.01474 0.5 0.0 0.9 0.03
C 1.85193 12.68259 1.50334 -0.8 1.7 -0.8 -0.63
O 0.74516 13.07044 1.20987 0.2 -0.1 0.4 0.12
O 2.35039 11.49201 1.27259 -0.4 -2.2 -1.2 0.03
C 1.60928 10.55962 0.41035 -0.6 -1.0 0.4 -0.02
H 4.11682 15.60980 1.14634 0.1 0.2 -0.5 0.08
H 2.82268 16.72539 1.59629 -0.1 0.1 -0.5 0.08
H 2.54456 15.39862 0.33136 -0.2 0.4 0.1 0.09
H 1.63459 15.05313 2.65979 -0.2 -0.6 0.2 0.12
H 3.28691 14.97690 3.28531 0.1 -0.2 -0.2 0.12
H 1.49762 9.59035 0.89629 0.8 0.1 0.6 0.08
H 2.08490 10.31508 -0.53944 0.6 0.8 0.2 0.09
H 0.55301 10.71481 0.19055 0.2 1.4 0.2 0.09
C 13.68795 -6.33284 -5.34420 0.4 -0.7 1.5 -0.07
C 12.38665 -7.11756 -5.55979 0.2 1.1 -2.4 -0.24
O 11.35844 -6.44546 -4.84697 -2.8 0.7 1.0 -0.02
C 9.97804 -6.55758 -5.19370 1.8 -0.1 1.9 -0.50
O 9.56484 -7.21913 -6.08634 -0.3 0.0 -0.6 0.15
O 9.22137 -5.89940 -4.24721 1.1 -0.4 -0.9 -0.03
C 7.77839 -6.03342 -4.36713 0.5 -0.1 -0.2 -0.03
H 13.98831 -6.51482 -4.31233 -0.1 0.8 0.4 0.07
H 13.57993 -5.27445 -5.58135 -0.3 -0.1 0.3 0.08
H 14.61013 -6.64934 -5.83155 -0.5 -0.6 -0.8 0.07
H 12.39899 -8.19461 -5.39270 0.1 0.2 0.4 0.13
H 12.20177 -6.93692 -6.61869 -0.4 -0.6 -0.3 0.11
H 7.52425 -7.09047 -4.44559 -0.1 0.1 -0.2 0.09
H 7.40723 -5.45959 -5.21628 0.1 -0.2 -0.2 0.09
H 7.31461 -5.61207 -3.47523 0.5 -0.1 0.1 0.09
C -3.87626 -9.75457 9.45483 -0.3 0.5 -0.9 -0.06
C -4.12854 -10.18634 7.99363 -0.4 -1.0 0.1 -0.21
O -3.47990 -9.39644 6.99251 0.6 0.5 -0.4 0.01
C -3.65394 -9.62748 5.65039 0.0 0.0 1.6 -0.55
O -4.49929 -10.31511 5.14108 0.6 0.4 0.1 0.14
O -2.68566 -8.91121 5.06380 -0.1 -0.4 2.7 0.00
C -2.61286 -8.83764 3.71539 -0.5 0.2 -2.9 -0.10
H -4.33046 -8.78058 9.63693 0.4 0.2 0.0 0.07
H -2.81921 -9.79330 9.71797 0.0 0.3 -0.1 0.08
H -4.39050 -10.41842 10.14978 -0.1 -0.3 -0.3 0.07
H -5.19378 -10.19194 7.76273 0.0 -0.1 0.1 0.12
H -3.73492 -11.20018 7.92090 -0.2 -0.2 -0.3 0.12
H -3.53779 -8.42456 3.31293 0.0 0.2 -0.2 0.10
H -2.48581 -9.79130 3.20306 0.2 -0.3 0.3 0.10
H -1.77697 -8.18893 3.45356 -0.1 0.0 0.1 0.10
C 0.28999 -1.34495 -11.17631 0.1 -1.0 0.7 -0.07
C 0.25308 -0.51519 -9.89743 -1.4 -0.4 0.1 -0.17
O 0.56469 -1.23510 -8.62560 0.4 -0.4 0.1 0.01
C -0.24238 -2.13917 -8.01073 -2.2 0.1 -0.9 -0.47
O -1.42436 -2.34616 -8.35798 3.5 0.1 1.4 0.07
O 0.44226 -2.73945 -6.93656 -0.2 2.1 -2.9 -0.03
C -0.21972 -3.76459 -6.25738 -1.1 -0.5 0.7 -0.08
H -0.26915 -0.83981 -11.96390 0.5 0.3 -0.1 0.08
H -0.26128 -2.27715 -11.05300 -0.1 0.0 0.3 0.07
H 1.29690 -1.65913 -11.45110 0.0 0.4 -0.3 0.08
H -0.74952 -0.08765 -9.88746 -0.2 -0.2 0.7 0.11
H 0.89533 0.36222 -9.97338 0.5 -0.5 0.6 0.12
H -0.65191 -3.36529 -5.33984 -0.1 0.1 0.1 0.09
H 0.48496 -4.54031 -5.95775 0.1 0.1 -0.4 0.09
H -1.03607 -4.16575 -6.85799 0.1 -0.1 0.0 0.09
C -7.50368 2.99248 2.13812 -2.2 1.1 -1.0 -0.09
C -6.62957 3.24281 3.28730 -1.0 -1.1 1.1 -0.27
O -5.62481 4.16997 2.93303 0.5 0.6 0.7 0.04
C -5.93391 5.49530 3.05032 -1.7 -0.3 -0.5 -0.59
O -7.03869 5.98751 3.16736 0.9 -0.7 0.4 0.12
O -4.82083 6.15607 2.90203 1.6 1.0 0.3 0.01
C -4.73302 7.57352 3.20222 -0.1 -0.2 0.2 -0.01
H -6.91674 2.80750 1.23847 -0.2 -0.2 0.0 0.09
H -8.14096 3.86557 1.99780 0.4 0.5 -0.5 0.07
H -8.31344 2.28151 2.30219 0.6 -0.8 0.1 0.09
H -6.32476 2.23836 3.58101 1.7 0.3 0.0 0.12
H -7.16324 3.52522 4.19479 -0.2 0.7 -0.2 0.13
H -5.13649 7.84839 4.17678 -0.4 -0.5 0.0 0.09
H -5.23585 8.18881 2.45612 0.2 -0.2 -0.1 0.10
H -3.66601 7.78165 3.28143 -0.1 -0.1 -0.5 0.09
C -9.73698 6.18291 -3.53992 0.5 -0.2 -0.3 -0.07
C -8.24369 6.60605 -3.66122 -1.5 0.6 1.3 -0.14
O -8.31533 8.04333 -3.30397 -0.5 -0.8 -0.7 0.02
C -7.20592 8.70315 -3.07089 1.1 0.8 -0.9 -0.62
O -6.12758 8.21819 -2.86414 0.3 -0.1 0.4 0.12
O -7.44440 10.02370 -3.24219 -0.3 0.1 -0.2 -0.01
C -6.53605 11.01300 -2.72547 -0.1 -0.4 1.1 -0.03
H -10.13587 6.12974 -2.52692 0.6 0.0 0.2 0.07
H -9.88317 5.19646 -3.97999 0.0 0.0 -0.1 0.07
H -10.41167 6.88460 -4.03034 0.3 0.0 -0.4 0.07
H -7.82419 6.42743 -4.65128 -0.2 0.5 -0.1 0.12
H -7.60387 6.08743 -2.94725 -0.1 0.1 0.1 0.12
H -5.62402 10.54767 -2.35163 -0.1 0.0 -0.1 0.09
H -7.08556 11.47173 -1.90346 0.2 0.1 0.2 0.09
H -6.27365 11.82911 -3.39869 -0.3 -0.6 -0.6 0.09
C 2.84100 -11.97139 3.76950 -0.1 0.0 0.5 -0.07
C 3.52495 -11.59155 2.47578 -1.0 1.2 0.3 -0.22
O 4.88041 -11.21472 2.66655 1.6 0.5 0.5 0.02
C 5.18671 -9.95905 3.08968 -0.1 0.6 -0.4 -0.56
O 4.41667 -9.08168 3.39379 -0.2 -0.6 0.0 0.12
O 6.51502 -9.79794 3.02891 0.7 -1.1 -0.5 -0.01
C 7.20966 -8.66036 3.56434 -1.0 0.1 1.0 -0.03
H 2.63500 -11.12109 4.41962 0.4 0.2 -0.1 0.08
H 3.47468 -12.68001 4.30280 -0.2 -0.1 0.1 0.08
H 1.84983 -12.40177 3.62643 0.1 -0.3 -0.4 0.08
H 3.05495 -10.69329 2.07537 -0.4 -0.3 -0.4 0.12
H 3.49893 -12.41618 1.76346 0.3 0.2 0.0 0.13
H 6.46787 -7.92574 3.87767 0.2 0.2 -0.2 0.09
H 7.95478 -8.23156 2.89425 -0.5 -0.3 -0.5 0.09
H 7.74809 -8.98464 4.45487 -0.1 -0.2 0.0 0.09
C -1.65677 1.82201 -2.38780 0.4 0.5 0.2 -0.06
C -1.62493 0.67646 -1.38049 -1.0 -0.4 -0.7 -0.22
O -0.26882 0.32019 -1.13709 1.1 -0.8 0.4 0.02
C 0.04009 -0.74004 -0.35402 -0.2 -0.2 1.4 -0.51
O -0.72399 -1.56540 0.13557 1.4 1.6 -1.2 0.11
O 1.39710 -0.65499 -0.08399 -1.7 0.3 -1.4 -0.02
C 1.91390 -1.48421 0.92425 -0.3 -1.1 0.7 -0.07
H -2.61253 1.97162 -2.89003 -0.3 -0.3 0.5 0.08
H -0.96763 1.66924 -3.21837 0.3 -0.3 0.2 0.08
H -1.39006 2.76760 -1.91575 0.1 0.0 0.0 0.08
H -2.17859 -0.14893 -1.82803 0.2 -0.4 0.1 0.12
H -2.11494 0.88648 -0.42977 0.0 0.3 0.0 0.13
H 1.54402 -2.50942 0.90878 -0.4 0.0 -0.4 0.09
H 1.60218 -1.09973 1.89538 0.4 0.2 0.1 0.10
H 2.99084 -1.59558 0.79817 -0.1 0.7 0.1 0.10
C -0.01990 2.37611 4.92608 1.4 0.6 -1.1 -0.08
C -0.54854 1.60830 6.05726 -2.6 1.3 0.5 -0.28
O -0.44365 0.25259 5.84302 0.8 -1.9 -0.4 0.00
C -1.44655 -0.55209 6.19800 -1.6 -1.2 1.4 -0.52
C -1.20731 -2.00233 5.82785 0.8 0.7 -0.4 0.02
O -2.45009 -0.24399 6.81865 1.1 0.6 -0.8 0.08
H -0.28906 2.07108 3.91484 -0.2 -0.6 0.2 0.08
H 1.06159 2.28108 5.02331 0.2 0.6 -0.5 0.08
H -0.36548 3.40909 4.96641 0.4 0.1 0.4 0.09
H -0.06871 1.92892 6.98196 0.0 -0.3 0.1 0.14
H -1.61711 1.81890 6.10088 -0.1 0.2 0.6 0.12
H -1.70311 -2.19608 4.87667 -0.1 -0.1 0.1 0.09
H -1.56415 -2.67892 6.60437 -0.1 0.2 -0.1 0.09
H -0.13321 -2.10257 5.67172 0.0 -0.4 0.0 0.08
Cl 5.24828 0.37734 9.41165 0.1 0.3 -0.2 0.48
C 6.13038 1.07287 8.02583 0.1 -0.5 0.1 -1.00
Cl 6.68723 -0.23534 6.94241 -0.1 0.4 0.1 0.47
H 5.46559 1.73110 7.46648 0.2 -0.1 0.2 0.03
H 7.01426 1.57574 8.41823 -0.3 0.0 -0.2 0.02
Cl 4.57170 3.27499 -3.51136 0.2 -0.2 -0.3 0.47
C 3.75566 3.04337 -5.07954 0.0 0.0 0.4 -0.98
Cl 3.10820 4.65119 -5.61220 0.2 -1.3 0.0 0.46
H 4.41497 2.58160 -5.81451 0.3 0.8 0.0 0.03
H 3.02807 2.25360 -4.89253 -0.7 0.8 -0.1 0.02
Cl -6.74896 2.27742 -8.76499 0.0 -1.0 0.9 0.46
C -7.27591 0.79125 -7.86873 -0.7 0.0 -0.2 -0.98
Cl -8.94619 0.39132 -8.33146 0.0 -0.2 -0.3 0.47
H -6.64558 -0.06704 -8.10138 0.1 0.4 -0.2 0.03
H -7.38774 0.88568 -6.78860 0.7 0.7 -0.2 0.02
```
Positions in Å, forces in eV/Å.